# H8LiO4

H8LiO4 as an isolated structure at a distorted geometry (wB97M-V/def2-TZVPD, the Open Molecules 2025 dataset).

## Properties
Largest force on an atom   0.102 hartree/bohr
LUMO   -3.554 eV
Charge   +1
Relative energy (zero: lowest compared OMol25 entry of this formula, charge and spin)   152.82 kJ/mol
Gap between HOMO and LUMO   12.46 eV
HOMO   -16.0 eV

Geometry (Å):
Li -50.71835 -18.13995 -33.37270
O -49.30498 -19.43669 -33.95152
H -48.73025 -19.65099 -33.04240
H -48.55898 -19.35783 -34.51199
O -50.17167 -17.70305 -31.46722
H -49.34012 -17.63331 -30.85809
H -50.92234 -17.99882 -30.81372
O -52.58595 -19.16290 -33.62477
H -53.46725 -18.80263 -33.44057
H -52.91052 -19.98741 -33.80581
O -50.72030 -16.58466 -34.92776
H -51.38323 -15.96389 -34.70924
H -50.66548 -17.03758 -35.91369

=====

# H8N4

A 2-piece molecular cluster, H8N4 overall at a distorted geometry (wB97M-V/def2-TZVPD, the Open Molecules 2025 dataset).

## Properties
Largest force on an atom   0.037 hartree/bohr
LUMO   0.875 eV
Relative energy (zero: lowest compared OMol25 entry of this formula, charge and spin)   9.72 kJ/mol
Gap between HOMO and LUMO   9.79 eV
SMILES   NN.NN
HOMO   -8.9 eV

Geometry (Å):
N -1.07678 -0.72172 0.10378
N -0.72901 -0.63136 1.48615
H 0.17213 -1.08091 1.61490
H -1.41510 -1.08542 2.09335
H -1.46812 -1.63365 -0.15685
H -1.74885 0.04346 -0.09868
N 1.23724 1.52575 -0.56321
N 1.32133 0.30065 -1.28537
H 0.50648 -0.32322 -0.98286
H 1.20125 0.53143 -2.26617
H 1.75659 1.37838 0.30397
H 0.24285 1.69662 -0.24899

=====

# H8Na6O12S2

H8Na6O12S2 as an isolated structure at a distorted geometry (wB97M-V/def2-TZVPD, the Open Molecules 2025 dataset).

## Properties
Largest force on an atom   0.039 hartree/bohr
LUMO   -8.926 eV
Charge   +2
Relative energy (zero: lowest compared OMol25 entry of this formula, charge and spin)   102.35 kJ/mol
Gap between HOMO and LUMO   3.32 eV
HOMO   -12.2 eV

Geometry (Å):
Na -6.22418 13.21298 19.70209
Na -2.95589 11.04502 18.97824
Na -4.68781 13.25911 23.09183
Na -5.36436 8.45570 19.53957
Na -8.20321 8.11038 21.94344
Na -8.34115 11.44392 23.22777
S -3.45416 14.41151 20.06674
O -3.78908 13.15777 19.24761
O -4.51077 14.65085 21.14232
O -2.17185 14.15448 20.73093
O -3.49222 15.50899 19.13642
S -5.55952 10.69622 21.59476
O -6.21058 9.33243 21.82544
O -6.54793 11.78807 21.80015
O -4.47259 10.79400 22.57285
O -5.04718 10.77918 20.22591
O -3.51302 8.15499 21.05887
H -3.24639 7.56291 21.77125
H -3.59985 9.00350 21.52229
O -5.95212 7.08925 23.29055
H -5.90644 7.99154 22.93518
H -6.26934 7.15496 24.19556
O -1.86645 10.87503 21.11508
H -1.45523 11.75269 21.16730
H -2.58847 10.93079 21.75209
O -3.82889 9.64972 25.20151
H -4.62803 9.16061 24.99507
H -3.81798 10.38913 24.59191

=====

# H8O3S2

A 4-piece molecular cluster, H8O3S2 overall (wB97M-V/def2-TZVPD, the Open Molecules 2025 dataset).

## Properties
Largest force on an atom   0.007 hartree/bohr
LUMO   0.284 eV
Relative energy (zero: lowest compared OMol25 entry of this formula, charge and spin)   40.69 kJ/mol
Gap between HOMO and LUMO   9.51 eV
SMILES   SS.O.O.O
HOMO   -9.2 eV

Geometry (Å):
S 2.50575 0.81667 -0.56802
S 1.51334 -0.80990 0.23834
H 2.69515 1.46971 0.58532
H 0.43673 -0.66303 -0.54533
H 0.23209 1.20315 1.72983
H -0.86791 0.52123 2.47963
O -0.14938 1.14867 2.61418
H -1.91240 -2.82941 0.63953
H -1.88535 -1.74171 -0.40773
O -1.37562 -2.49387 -0.08512
H -0.85093 1.19958 -2.87511
H 0.30961 1.08544 -1.86788
O -0.65107 1.09346 -1.93765

=====

# H8O4

A 4-piece molecular cluster, H8O4 overall (wB97M-V/def2-TZVPD, the Open Molecules 2025 dataset).

## Properties
Largest force on an atom   0.007 hartree/bohr
LUMO   0.521 eV
Relative energy (zero: lowest compared OMol25 entry of this formula, charge and spin)   103.13 kJ/mol
Gap between HOMO and LUMO   11.76 eV
SMILES   O.O.O.O
HOMO   -11.2 eV

Geometry (Å):
O 2.41128 0.91881 2.48024
H 2.41516 1.28200 1.59462
H 1.84424 1.50738 2.97851
O -2.42761 -3.39406 0.58846
H -3.21787 -3.78972 0.95611
H -1.78413 -3.44173 1.29550
O -2.23175 0.14285 -1.58367
H -2.16250 -0.50813 -0.88535
H -1.40754 0.62781 -1.54229
O 1.94275 2.20268 -1.65623
H 2.11006 1.52236 -2.30845
H 2.50790 2.92974 -1.91744

=====

# H8O4

A 3-piece molecular cluster, H8O4 overall at a distorted geometry (wB97M-V/def2-TZVPD, the Open Molecules 2025 dataset).

## Properties
Largest force on an atom   0.285 hartree/bohr
LUMO   0.313 eV
Relative energy (zero: lowest compared OMol25 entry of this formula, charge and spin)   605.24 kJ/mol
Gap between HOMO and LUMO   7.95 eV
HOMO   -7.6 eV

Geometry (Å):
H -0.14280 0.75967 1.06171
H -0.35499 0.42107 -0.40471
H 1.34043 -3.60054 -0.48127
H 2.60239 -3.73872 0.35443
H 0.64374 2.56578 0.56044
H -0.68083 2.96054 -0.07179
H -2.86167 0.24121 -0.14246
H -1.73416 1.25673 -0.22895
O -0.42309 0.04426 0.47981
O 2.29991 -3.52707 -0.53590
O 0.26601 2.92776 -0.24905
O -1.99434 0.44683 0.22422